Entry 1:
Entry from the OMol25 dataset: C21H20Cl3N5V as an isolated structure in a non-equilibrium geometry (ωB97M-V/def2-TZVPD).

CARTESIAN COORDINATES (ANGSTROEM)
V -0.26 -0.35 -0.02
C 1.72 1.84 -0.72
C 0.54 2.73 -1.12
C -0.48 2.00 -1.95
C -1.05 2.60 -3.08
C -1.96 1.89 -3.84
C -2.27 0.57 -3.48
C -1.68 0.05 -2.35
N -0.82 0.76 -1.60
N 1.40 0.87 0.35
C 1.23 1.56 1.64
C 0.62 0.58 2.59
C 0.83 0.57 3.96
C 0.25 -0.44 4.72
C -0.53 -1.39 4.08
C -0.72 -1.30 2.71
N -0.15 -0.34 1.98
C 2.51 -0.12 0.45
C 2.26 -1.33 -0.41
C 3.29 -2.13 -0.90
C 2.99 -3.28 -1.61
C 1.64 -3.61 -1.83
C 0.67 -2.76 -1.33
N 0.97 -1.65 -0.64
H 2.53 2.50 -0.37
H 2.08 1.30 -1.60
H 0.94 3.56 -1.70
H 0.05 3.19 -0.25
H -0.77 3.60 -3.35
H -2.42 2.33 -4.72
H -2.96 -0.02 -4.06
H -1.90 -0.97 -2.05
H 0.54 2.41 1.52
H 2.17 1.96 2.02
H 1.44 1.34 4.41
H 0.42 -0.48 5.78
H -0.99 -2.20 4.63
H -1.35 -2.02 2.18
H 2.60 -0.47 1.49
H 3.47 0.34 0.19
H 4.32 -1.85 -0.71
H 3.78 -3.91 -2.01
H 1.37 -4.51 -2.37
H -0.39 -2.99 -1.46
Cl -5.76 -1.00 -0.23
C -4.71 -0.06 0.87
Cl -4.90 1.73 0.61
Cl -5.02 -0.51 2.59
C -3.32 -0.26 0.60
N -2.19 -0.34 0.40

As for the spin multiplicity: 2. The total charge is +4. The value obtained for the total energy is -92764.2115 eV.

Atom charges from the natural (NBO) analysis, given in e for atoms 1 to 5:
1 V 1.766
2 C -0.239
3 C -0.478
4 C 0.269
5 C -0.187

Entry 2:
Entry from the OMol25 dataset: a 7-piece molecular cluster, C5H22N2O7 overall in a non-equilibrium geometry (ωB97M-V/def2-TZVPD).

CARTESIAN COORDINATES (ANGSTROEM)
N -1.80 1.51 1.22
C -0.73 0.62 1.03
O 0.25 1.14 0.40
C -0.53 -0.69 1.69
C 0.46 -1.59 0.90
C -0.46 -2.84 0.38
C -1.88 -2.55 0.99
N -1.85 -1.35 1.91
H -2.44 1.33 1.82
H -1.64 2.29 0.71
H 0.13 -0.44 2.72
H 1.34 -1.68 1.49
H 1.09 -1.10 0.13
H -0.61 -2.99 -0.69
H -0.02 -3.75 0.83
H -2.60 -2.18 0.09
H -2.28 -3.49 1.60
H -1.84 -1.72 2.85
O 3.31 0.27 -0.40
H 4.17 0.83 -0.29
H 2.71 0.92 -0.26
O 0.97 3.76 -0.92
H 1.87 3.95 -0.91
H 0.51 2.96 -0.35
O 2.42 0.81 2.37
H 1.96 0.60 1.57
H 2.55 1.83 2.18
O -1.23 3.10 -2.42
H -1.18 2.35 -2.97
H -0.25 3.20 -2.06
O -2.77 -0.13 -2.59
H -3.46 -0.80 -2.43
H -2.41 -0.13 -1.72
O 2.22 -1.60 -3.14
H 2.60 -1.29 -2.23
H 1.43 -1.14 -3.48

The energy relative to the best compared isomer or geometry (same formula, charge and spin) comes out at 397.1 kJ/mol. Its structure (SMILES) is NC(=O)[C@@H]1CCCN1.O.O.O.O.O.O.

Atom charges from the natural (NBO) analysis, given in e for atoms 1 to 5:
1 N -0.761
2 C 0.685
3 O -0.736
4 C -0.180
5 C -0.457

Entry 3:
Entry from the OMol25 dataset: the molecule BBrClI in a non-equilibrium geometry (ωB97M-V/def2-TZVPD).

CARTESIAN COORDINATES (ANGSTROEM)
Cl -1.09 -1.24 -0.67
B -0.12 0.05 -0.06
Br 1.12 0.89 -1.35
I 0.10 0.30 2.08

The energy relative to the best compared isomer or geometry (same formula, charge and spin) comes out at 2.6 kJ/mol. Its structure (SMILES) is ClB(Br)I.

Taken from the natural (NBO) analysis, the atomic charges in e are:
1 Cl -0.100
2 B 0.127
3 Br -0.064
4 I 0.038